(1)
{
  "formula": "C40H32MoN2O2",
  "method": "ωB97M-V with the def2-TZVPD basis set",
  "species": ["H", "C", "H", "C", "H", "N", "C", "O", "H", "H", "C", "H", "C", "C", "C", "H", "C", "C", "H", "C", "C", "C", "H", "H", "C", "C", "C", "H", "H", "C", "C", "H", "H", "H", "H", "H", "C", "O", "H", "C", "N", "C", "C", "C", "C", "C", "C", "C", "H", "C", "C", "C", "H", "H", "C", "H", "C", "H", "C", "C", "C", "H", "H", "C", "C", "H", "C", "C", "H", "Mo", "C", "H", "H", "H", "H", "H", "C"],
  "coordinates": [[2.00746, 3.08625, 0.36215], [1.77549, -2.69383, 0.47242], [-1.58491, -4.21181, -1.48059], [-3.84962, 0.77623, 4.59401], [2.52214, -3.51340, -4.39599], [1.59652, -0.22940, 0.25129], [1.37783, 2.88221, -4.76039], [-0.64332, 1.29998, -0.48523], [-2.51755, -6.46046, -1.12987], [0.51515, -7.26364, 1.78031], [-0.14071, -1.67880, -2.32685], [-0.46913, 1.89170, -5.21105], [-0.93852, 4.70566, -1.08602], [3.68632, -1.26538, -0.22764], [1.55942, -3.35243, -2.49482], [-0.52343, 0.42143, 5.31599], [-0.64691, 3.66810, -0.20749], [-2.21524, 5.81913, 0.62177], [1.65456, 3.01118, -5.79787], [0.60457, -2.68951, -1.73159], [-1.65545, -6.14125, -0.56020], [2.35221, -1.34350, 0.13698], [-2.31930, 4.81229, 2.51327], [-0.95321, 2.91565, 1.79382], [-1.71669, 5.77785, -0.66982], [1.77753, -2.98812, -3.81313], [0.47689, -3.04082, -0.25781], [3.92786, 2.08784, -0.40891], [-2.81837, 6.65635, 0.94573], [0.04741, -6.59260, 1.07282], [-2.05826, 0.89104, 6.73968], [-4.52926, 0.72733, 3.75401], [-3.78691, 1.34259, 7.92130], [4.26501, -2.17374, -0.32078], [-0.54036, -0.54426, -4.10316], [2.52026, -3.44815, 0.22485], [0.56875, -5.31866, 0.88834], [-0.50269, -2.13307, 0.30557], [2.47238, 3.64432, -1.65756], [-1.13227, -4.87475, -0.75213], [-1.60056, 0.03584, 2.05477], [4.26631, -0.03233, -0.45303], [0.65915, 2.56270, -2.08592], [0.20669, 2.48023, -0.64120], [-2.47887, 0.54802, 4.40739], [-0.16754, 2.08884, -3.09866], [-1.15544, 3.71537, 1.09103], [-4.30902, 1.06215, 5.86298], [-1.04065, -1.24914, -1.85113], [-3.41777, 1.11899, 6.92943], [-1.06315, -7.00372, 0.35390], [1.83907, 3.21669, -2.42398], [1.58998, -2.76344, 1.54697], [-0.55177, 4.69215, -2.09513], [0.19045, 2.24705, -4.42963], [-5.36257, 1.24009, 6.02590], [1.35136, 2.21849, 0.34680], [5.30698, 0.04293, -0.73871], [3.49926, 1.10430, -0.28138], [0.07082, -1.31203, -3.65222], [2.19883, 3.37092, -3.75405], [3.11570, 3.88683, -4.00540], [0.92298, 2.14518, 1.34769], [1.04038, -1.96021, -4.39305], [-1.93509, 4.78285, 1.50213], [-1.46485, -7.99716, 0.49941], [-0.01954, -4.45439, -0.02518], [2.16654, 0.98318, 0.07172], [2.12471, -4.16579, -2.05577], [-0.79521, -0.36617, 0.12717], [-1.57699, 0.60375, 5.47978], [1.43647, -5.02423, 1.46347], [-1.92977, 6.58216, -1.36056], [-1.11524, 1.62729, -2.84848], [1.20855, -1.68492, -5.42496], [-1.37774, 0.93746, 7.57812], [-1.99809, 0.26054, 3.11433]],
  "lumo_energy_ev": [-7.18, -7.39],
  "homo_ev": [-13.89, -13.89],
  "total_charge": 2,
  "multiplicity": 3
}

---

(2)
{
  "formula": "C40H32N4OP2PdSTe",
  "method": "ωB97M-V with the def2-TZVPD basis set",
  "species": ["N", "C", "H", "H", "C", "C", "H", "H", "H", "H", "C", "O", "C", "H", "C", "C", "H", "C", "H", "H", "H", "C", "N", "H", "C", "H", "C", "C", "C", "H", "Pd", "C", "C", "C", "C", "C", "C", "C", "C", "H", "H", "H", "H", "H", "P", "H", "C", "C", "C", "H", "H", "H", "C", "C", "Te", "C", "C", "H", "C", "C", "C", "C", "C", "H", "H", "C", "N", "H", "P", "H", "S", "H", "C", "H", "C", "H", "N", "C", "C", "C", "C", "H"],
  "coordinates": [[-1.21842, -3.11181, 1.88963], [-1.60546, 5.19588, 0.21088], [6.45211, -1.42258, 1.91065], [-0.95593, 4.59669, 3.48400], [3.12195, 4.56793, -1.81391], [4.40091, -1.04013, 2.40517], [-0.41132, 2.05766, -4.79888], [-2.41576, 0.75293, -5.41761], [2.73656, 5.44401, -2.32309], [0.76278, -2.31696, -5.45132], [4.77088, 2.99984, -1.67623], [0.22757, 0.18298, 5.36394], [-2.75102, -4.87397, 2.31561], [1.51263, 4.49002, -0.38594], [0.27033, -2.43827, -2.10835], [-1.09260, 4.40759, 2.42759], [-3.76296, -5.21552, 2.46973], [3.88681, -1.47445, -0.30665], [3.69813, -1.65621, -1.35675], [0.78119, -3.57649, 1.79439], [0.26639, 2.23338, -2.43389], [-2.87277, 0.19067, -3.40272], [-0.05048, -0.05727, 2.89319], [2.08766, -0.33738, -4.79553], [-2.49900, 0.28953, -2.06939], [-5.21286, -3.77349, 2.46134], [1.02480, -1.32931, -1.73554], [2.84552, -1.14281, 0.55360], [-1.39040, 5.45006, 1.55947], [2.27807, -0.77764, 2.60739], [-0.99851, -0.98954, 1.24699], [3.10165, -0.95208, 1.92077], [-0.99560, 1.56690, -4.03184], [-3.53391, -2.47832, 2.09482], [0.17781, -2.79300, -3.44745], [-1.17577, 2.86007, 0.56979], [-0.62009, 1.66915, -2.70438], [-3.99111, -0.21387, 1.96927], [0.83379, -2.03886, -4.40819], [-1.47391, 6.46011, 1.93752], [-1.90499, -6.83064, 2.53113], [-0.82233, 2.28536, 2.62343], [-0.24597, -3.02551, -1.35657], [-1.86149, 6.00760, -0.45706], [-0.94532, 1.15294, 0.02479], [-3.58530, 0.78154, 1.83288], [-5.78485, -1.71635, 2.36812], [1.67769, -0.56793, -2.70746], [-2.47596, -3.53348, 2.08914], [-3.08268, -0.21337, -1.30581], [4.64322, 1.51277, -0.12402], [-6.83241, -1.92018, 2.54386], [0.81578, 0.84010, 0.17067], [2.98811, 2.91842, -0.12220], [1.97026, 1.98606, 1.45497], [4.17851, 2.37751, -0.58189], [-0.21179, -3.98486, 1.94041], [5.99037, -1.83300, -0.47853], [-2.12334, 0.82923, -4.37879], [2.43435, 4.03538, -0.72863], [5.18090, -1.57205, 0.19028], [-1.50168, 3.90387, -0.28992], [-5.33839, -0.41590, 2.20165], [-0.40560, -3.65605, -3.73819], [2.25178, 0.30719, -2.42039], [-4.87364, -2.75907, 2.31879], [4.25628, 4.06170, -2.28754], [0.43616, -6.00566, 2.21453], [1.13580, -0.91838, 0.01175], [4.59344, -0.89444, 3.45978], [-0.45594, -0.48111, 4.27362], [-6.01327, 0.42621, 2.25184], [-0.40806, -5.33281, 2.17360], [-1.67514, 3.71829, -1.34206], [5.44042, -1.34392, 1.53589], [5.70437, 2.61999, -2.07575], [-3.11561, -1.21776, 1.90762], [1.58258, -0.92502, -4.04045], [-1.70557, -5.78255, 2.35351], [-1.37624, 1.03379, -1.71712], [-0.99732, 3.11095, 1.93913], [-3.74672, -0.38436, -3.67714]],
  "lumo_energy_ev": [-5.44, -8.17],
  "homo_ev": [-12.90, -14.12],
  "total_charge": 2,
  "multiplicity": 5
}